# 1
ORCA calculation (ωB97M-V/def2-TZVPD) on a molecular structure, C19H20N2Sn.

Calculated values
Net charge = -2
Max |F| = 0.123 hartree/bohr
Highest occupied orbital energy (spin up / spin down) = 1.946 / 3.309 eV
LUMO level (spin up / spin down) = 5.08 / 5.21 eV
Kohn-Sham gap (spin up / spin down) = 3.139 / 1.898 eV

Element x y z (Å)
1 C -2.267687 -1.846174 -2.898038
2 C -3.086119 -1.800807 -1.731979
3 C -2.342481 -2.325575 -0.620550
4 C -1.015205 -2.685434 -1.122960
5 C -0.994466 -2.395658 -2.529255
6 Sn -1.053748 -0.491668 -1.102682
7 N -0.674274 1.367917 -1.840118
8 C -1.885464 2.179477 -1.151004
9 C -2.762404 1.179537 -0.444964
10 H -2.726319 -2.576901 0.401555
11 H -4.163445 -1.579160 -1.714313
12 H -0.273905 -3.280601 -0.570098
13 H -0.244750 -2.770131 -3.231194
14 H -2.621361 -1.758227 -3.940811
15 H -3.707874 0.920735 -0.858533
16 H -2.386605 2.708169 -1.996032
17 H 0.028393 0.971137 -2.586015
18 H -2.981327 1.228152 0.604891
19 H -1.264865 2.687750 -0.409876
20 C 3.925371 -2.330570 0.322258
21 C 3.143804 -2.112756 -0.796582
22 C 2.029557 -1.301584 -0.791010
23 C 1.619329 -0.711836 0.385364
24 C 2.397869 -0.874971 1.563024
25 C 3.539129 -1.698742 1.512179
26 N 0.402089 -0.014148 0.484620
27 C 0.373569 1.136945 1.293040
28 C -0.715457 1.443340 2.116520
29 C -0.759684 2.660621 2.801839
30 C 0.231247 3.587993 2.719264
31 C 1.330205 3.296225 1.916760
32 C 1.441462 2.073514 1.205361
33 H 4.838470 -2.981651 0.305613
34 H 3.458765 -2.611012 -1.684274
35 H 1.473996 -1.124981 -1.668787
36 H 2.104818 -0.428062 2.525610
37 H 4.124993 -1.817271 2.420619
38 H -1.518570 0.739223 2.152374
39 H -1.613655 2.867322 3.387091
40 H 0.190229 4.554477 3.256041
41 H 2.128860 4.019278 1.804131
42 H 2.277510 1.896108 0.510920

Cartesian forces (eV/Å) of the 6 atoms listed first:
C -0.2 -1.6 0.2
C -0.1 -1.5 -0.3
C -0.4 -1.8 -0.4
C -1.3 -2.6 -0.3
C -1.3 -2.1 -0.6
Sn -0.1 6.0 2.0

***

# 2
ORCA calculation (ωB97M-V/def2-TZVPD) on a molecular structure, C19H20N4O2STc.

Calculated values
Net charge = +2
Max |F| = 0.067 hartree/bohr
Highest occupied orbital energy (spin up / spin down) = -14.980 / -15.073 eV
LUMO level (spin up / spin down) = -7.02 / -8.23 eV
Kohn-Sham gap (spin up / spin down) = 7.964 / 6.839 eV
2S+1 = 4

Element x y z (Å)
1 Tc 0.229267 -0.153392 -0.041199
2 O 1.409065 -3.641335 1.623025
3 C 0.965754 -2.772414 0.834582
4 N 1.432042 -1.484317 0.674909
5 C 2.634111 -1.090778 1.453767
6 C 2.867333 0.338444 1.095187
7 C 4.100338 1.001945 1.153223
8 C 4.196557 2.348573 0.768605
9 C 3.005984 3.064215 0.490354
10 C 1.818491 2.355193 0.472190
11 N 1.729225 1.042724 0.745415
12 C -0.180878 -3.026645 -0.046696
13 C -0.676569 -4.275421 -0.408784
14 C -1.773836 -4.380231 -1.249471
15 C -2.383965 -3.218009 -1.754443
16 C -1.789718 -1.985642 -1.484440
17 N -0.781653 -1.877789 -0.601622
18 H 3.503074 -1.714404 1.115359
19 H 2.499456 -1.320230 2.521463
20 H 4.938072 0.496701 1.533591
21 H 5.187072 2.844712 0.736698
22 H 3.056477 4.109826 0.292817
23 H 0.878875 2.858019 0.286561
24 H -0.077438 -5.155055 -0.100982
25 H -2.226325 -5.363120 -1.371954
26 H -3.272520 -3.269181 -2.414719
27 H -2.207365 -1.047393 -1.889604
28 S 1.101961 -0.035971 -2.200026
29 C -0.066385 1.243060 -2.284145
30 C -0.193749 2.122207 -3.368541
31 C -1.180888 3.106581 -3.265035
32 C -1.944840 3.232216 -2.087891
33 C -1.762944 2.313848 -1.063528
34 N -0.843659 1.343604 -1.122438
35 H 0.423095 1.915444 -4.231724
36 H -1.364709 3.790160 -4.075364
37 H -2.690457 4.004670 -1.987936
38 H -2.457831 2.325932 -0.203127
39 C -2.856210 -0.188728 2.058377
40 C -1.627977 0.496125 2.690382
41 O -0.409657 -0.161848 2.299977
42 H -3.800766 0.222654 2.357590
43 H -2.969178 -1.240786 2.246269
44 H -2.792774 -0.070445 0.986588
45 H -1.692175 0.444290 3.769874
46 H -1.513320 1.553254 2.439791
47 H -0.438459 -1.101264 2.607075

Cartesian forces (eV/Å) of the 6 atoms listed first:
Tc 0.3 -0.2 0.5
O -0.9 2.5 -2.1
C 1.4 -2.1 2.0
N 0.7 -0.8 1.1
C 0.4 -1.0 -1.1
C -0.2 1.7 0.5

***

# 3
ORCA calculation (ωB97M-V/def2-TZVPD) on a molecular structure, C19H20N4O3RuS.

Calculated values
Net charge = +2
Max |F| = 0.019 hartree/bohr
Highest occupied orbital energy (spin up / spin down) = -15.314 / -15.358 eV
LUMO level (spin up / spin down) = -8.61 / -9.27 eV
Kohn-Sham gap (spin up / spin down) = 6.700 / 6.089 eV

Element x y z (Å)
1 Ru -0.613454 0.894958 0.383449
2 C 0.755504 0.958382 -2.568332
3 C 1.702277 0.487164 -1.513233
4 C 3.058510 0.274019 -1.837414
5 C 3.954556 -0.075477 -0.871632
6 C 3.516604 -0.196279 0.466861
7 C 4.367362 -0.497928 1.560965
8 C 3.885282 -0.544406 2.842654
9 C 2.534347 -0.276595 3.100479
10 C 1.679856 0.012256 2.053953
11 S 0.026235 0.419649 2.303521
12 C 2.162214 0.032029 0.719891
13 N 1.262112 0.324843 -0.271991
14 H 0.874377 0.384583 -3.487925
15 H 0.959608 2.006155 -2.796818
16 H -0.294659 0.893554 -2.274192
17 H 3.375243 0.415505 -2.861637
18 H 4.997722 -0.233016 -1.115576
19 H 5.417539 -0.681713 1.370854
20 H 4.551786 -0.769704 3.663101
21 H 2.161609 -0.283951 4.117673
22 N -2.479357 1.718969 1.002910
23 C -2.374065 2.869484 1.943775
24 C -1.694268 4.031603 1.234051
25 C -0.262442 3.766334 0.855634
26 O 0.663773 4.454927 1.137215
27 O 0.007750 2.630468 0.096559
28 H -2.951258 2.072447 0.169157
29 H -3.114863 1.019570 1.377815
30 H -1.808255 2.541607 2.815837
31 H -3.364953 3.168452 2.284541
32 H -1.719466 4.913533 1.870828
33 H -2.242995 4.282661 0.319713
34 N -0.500527 -3.743379 -3.227527
35 C -1.762189 -3.372121 -2.902991
36 O -2.718963 -3.439001 -3.634522
37 C -1.953652 -2.776485 -1.525970
38 C -2.892447 -3.324308 -0.659779
39 C -3.130883 -2.696707 0.551385
40 C -2.469244 -1.520192 0.834934
41 N -1.587059 -0.958927 -0.009903
42 C -1.320176 -1.606565 -1.162023
43 H -0.370515 -4.200292 -4.118097
44 H 0.198014 -3.886542 -2.519363
45 H -3.422472 -4.226045 -0.939258
46 H -3.832046 -3.100989 1.267419
47 H -2.636204 -1.010166 1.774466
48 H -0.595869 -1.152363 -1.821458

Cartesian forces (eV/Å) of the 6 atoms listed first:
Ru -0.5 -0.4 -0.7
C -0.1 0.0 -0.1
C 0.0 0.0 0.0
C 0.0 0.0 -0.1
C 0.0 0.0 0.1
C 0.0 0.0 0.0

***

# 4
ORCA calculation (ωB97M-V/def2-TZVPD) on C19H20N4O4S in the gas phase.

Calculated values
Energy relative to the best compared isomer or geometry (same formula, charge and spin) = 1.684 eV
Max |F| = 0.032 hartree/bohr
Highest occupied orbital energy = -9.332 eV
LUMO level = -0.15 eV
Kohn-Sham gap = 9.178 eV
Structure (SMILES) = CCN(Cc1ccccc1)S(=O)(=O)c1ccc(C(=O)Nc2nnc(C)o2)cc1

Element x y z (Å)
1 C 4.651887 1.371874 2.680988
2 C 4.115408 1.610169 1.273230
3 N 2.745257 1.168358 1.089053
4 C 1.720009 1.830128 1.887321
5 C 0.454951 1.903579 1.078247
6 C -0.558533 0.973145 1.260924
7 C -1.683604 1.001439 0.455811
8 C -1.806304 1.954562 -0.539907
9 C -0.804525 2.892691 -0.720646
10 C 0.319032 2.866354 0.085585
11 S 2.549870 -0.496877 1.031740
12 O 1.943781 -0.992913 2.238042
13 O 3.787679 -1.085305 0.612660
14 C 1.371199 -0.739004 -0.303003
15 C 0.606887 -1.890098 -0.278331
16 C -0.296224 -2.137964 -1.296875
17 C -0.455035 -1.204271 -2.317001
18 C -1.377082 -1.415904 -3.461818
19 O -1.088788 -1.112097 -4.595742
20 N -2.601802 -2.014341 -3.225659
21 C -3.317280 -2.244432 -2.089597
22 N -4.418773 -2.928864 -2.058801
23 N -4.838547 -2.922552 -0.775243
24 C -3.992088 -2.239865 -0.088527
25 C -4.014890 -1.965689 1.361129
26 O -2.979364 -1.759396 -0.876825
27 C 0.358160 -0.071730 -2.352515
28 C 1.284974 0.154207 -1.352718
29 H 5.697387 1.664260 2.733592
30 H 4.091745 1.944758 3.416947
31 H 4.568216 0.314590 2.920999
32 H 4.708347 1.041624 0.555732
33 H 4.162244 2.671806 1.011109
34 H 1.546595 1.272554 2.814579
35 H 2.073555 2.834776 2.128864
36 H -0.453823 0.222411 2.030125
37 H -2.463887 0.272325 0.599437
38 H -2.683042 1.969947 -1.170508
39 H -0.899224 3.644316 -1.490236
40 H 1.103037 3.595892 -0.057258
41 H 0.733333 -2.577991 0.542737
42 H -0.851377 -3.063755 -1.306737
43 H -3.117235 -2.257189 -4.065967
44 H -4.710573 -2.653017 1.832279
45 H -4.346857 -0.944898 1.550325
46 H -3.018608 -2.090366 1.780573
47 H 0.254178 0.615331 -3.178172
48 H 1.929737 1.017425 -1.369941

Cartesian forces (eV/Å) of the 6 atoms listed first:
C -0.1 0.1 -0.2
C 0.7 -0.1 0.1
N -0.2 -1.0 -0.2
C -0.4 0.0 0.2
C -0.3 0.2 0.2
C 0.0 0.2 0.1

***

# 5
ORCA calculation (ωB97M-V/def2-TZVPD) on a molecular structure, C19H20N5NiS3Te.

Calculated values
Energy relative to the best compared isomer or geometry (same formula, charge and spin) = 1.306 eV
Max |F| = 0.004 hartree/bohr
Highest occupied orbital energy (spin up / spin down) = -6.250 / -6.449 eV
LUMO level (spin up / spin down) = 0.38 / 0.36 eV
Kohn-Sham gap (spin up / spin down) = 6.629 / 6.810 eV
2S+1 = 2

Element x y z (Å)
1 Ni -0.410011 -1.316518 0.764639
2 N -3.313907 -1.943898 2.269210
3 C -3.477450 -1.563009 0.944457
4 C -4.792120 -1.504114 0.457990
5 C -5.006229 -1.099763 -0.836352
6 C -3.913273 -0.762996 -1.628845
7 C -2.659858 -0.843924 -1.068510
8 N -2.430852 -1.233874 0.197714
9 C -2.234232 -2.498653 2.949114
10 C -2.505112 -3.071526 4.198812
11 C -1.471635 -3.633480 4.908657
12 C -0.193220 -3.624310 4.362038
13 C -0.016923 -3.035993 3.130305
14 N -1.014361 -2.468377 2.427790
15 H -4.187036 -2.076035 2.749785
16 H -5.617837 -1.782079 1.100578
17 H -6.013454 -1.049927 -1.229271
18 H -4.031258 -0.438205 -2.652150
19 H -1.774733 -0.560943 -1.620956
20 H -3.515306 -3.069104 4.588367
21 H -1.659380 -4.081047 5.876086
22 H 0.649749 -4.059743 4.878084
23 H 0.955331 -3.003189 2.657383
24 Te 1.785395 -0.437600 -1.245542
25 C 3.553280 0.403599 -0.549578
26 C 4.737924 0.462921 -1.226722
27 C 5.772723 1.058710 -0.456674
28 C 5.340841 1.432721 0.780694
29 S 3.690912 1.066921 1.023735
30 H 4.856665 0.121054 -2.245504
31 H 6.782963 1.207504 -0.809550
32 H 5.912779 1.910592 1.560491
33 C 2.465802 3.603809 -1.467013
34 N 1.504696 3.223576 -2.471484
35 C 0.143657 3.763384 -2.395120
36 C -0.534266 3.101923 -3.594944
37 N 0.488019 2.129283 -3.990009
38 C 1.668677 2.227340 -3.348952
39 S 0.180992 0.851543 -0.207612
40 H 2.109567 3.331052 -0.468556
41 H 2.641027 4.682825 -1.494403
42 H 3.399255 3.084235 -1.664282
43 H 0.151318 4.853248 -2.455078
44 H -0.311868 3.463747 -1.447755
45 H -0.734305 3.812972 -4.400343
46 H -1.469812 2.613707 -3.320903
47 H 0.358660 1.485982 -4.746631
48 S 2.715674 -2.805196 0.811755
49 C 1.422531 -1.929143 0.405052

Cartesian forces (eV/Å) of the 6 atoms listed first:
Ni -0.1 -0.2 0.0
N 0.0 0.0 0.0
C 0.0 0.0 0.1
C 0.0 0.0 0.0
C 0.0 0.0 0.0
C 0.0 0.0 0.0